C20H54F3O10Y as an isolated structure at a distorted geometry. Source: the Open Molecules 2025 dataset; level of theory: wB97M-V/def2-TZVPD.

Values from the calculation:
lowest unoccupied orbital energy = -9.622 eV
net charge = +2
energy = -51267.460 eV
HOMO energy = -13.22 eV
frontier orbital gap = 3.6 eV

Geometry as XYZ:
```
88
C20H54F3O10Y | the Open Molecules 2025 dataset | wB97M-V/def2-TZVPD
Y -0.8870 -2.7389 4.0059
C -0.5606 -1.2165 0.6656
O 0.7089 -0.6175 0.6524
O -0.7686 -1.6027 1.9652
C -1.6983 -0.3331 0.1174
F -1.8440 -0.4560 -1.2140
F -2.9047 -0.6239 0.6395
F -1.4046 0.9639 0.3312
C 1.3722 -0.5464 -0.6290
C 2.6585 0.2618 -0.5278
H 3.0373 0.5269 -1.5107
H 2.3682 1.2171 -0.0807
H 3.3484 -0.2582 0.1345
H 0.7273 0.0122 -1.3097
H 1.5328 -1.5697 -0.9743
H -0.4977 -2.0979 0.0134
C -5.1906 -3.1717 -1.4710
C -4.3565 -2.1735 -2.2992
O -4.6264 -2.3213 -3.6873
H -5.1286 -2.9288 -0.4078
H -4.8291 -4.1801 -1.6747
H -6.2402 -3.1811 -1.7667
H -3.3231 -2.4911 -2.1321
H -4.5200 -1.1572 -1.9372
H -3.7511 -2.2516 -4.0864
C 0.2415 -1.4027 -3.9091
C -0.6019 -1.3836 -5.1776
O -1.9658 -1.6507 -4.7464
H 0.5633 -2.4214 -3.6781
H -0.2482 -0.9801 -3.0354
H 1.1748 -0.8369 -3.9893
H -0.3367 -2.1380 -5.9177
H -0.6194 -0.3817 -5.6109
H -2.5066 -1.2993 -5.4669
C 4.5409 4.8168 -2.0149
C 5.4234 3.6075 -1.9988
O 5.9589 3.4484 -3.3261
H 5.0840 5.7636 -1.9644
H 3.9409 4.9032 -1.0928
H 3.8090 4.9116 -2.8200
H 4.8124 2.7758 -1.6329
H 6.2463 3.8862 -1.3429
H 5.2028 3.2812 -3.8975
C 2.4835 -4.0135 1.1008
C 2.4899 -3.4302 2.4913
O 1.1288 -3.5799 3.0838
H 1.9838 -4.9850 1.0375
H 3.4866 -4.1330 0.6885
H 2.0259 -3.3596 0.3551
H 2.6797 -2.3606 2.5528
H 3.2061 -3.9569 3.1211
H 0.9401 -4.4937 2.7853
C -3.9123 3.0972 -1.4303
C -5.0339 2.0583 -1.5522
O -6.2255 2.6459 -2.0533
H -4.2152 3.8570 -0.7060
H -3.7868 3.6786 -2.3438
H -2.9721 2.6308 -1.1417
H -5.1674 1.5105 -0.6137
H -4.7319 1.2744 -2.2576
H -6.9190 2.4467 -1.4187
C -4.9758 -1.4598 2.5397
C -4.0057 -2.6252 2.6727
O -3.2126 -2.5375 3.9311
H -5.8121 -1.5752 3.2317
H -5.3219 -1.5654 1.5070
H -4.6367 -0.4290 2.6283
H -3.4113 -2.5713 1.7619
H -4.5902 -3.5375 2.7595
H -3.8004 -2.7184 4.6829
C 1.4952 2.8592 4.1327
C 0.8599 2.0134 3.0629
O 1.3972 0.6717 3.1137
H 2.5766 2.8892 4.0141
H 1.2603 2.4865 5.1321
H 1.1350 3.8877 4.0942
H 1.0759 2.4261 2.0705
H -0.2336 1.9395 3.0679
H 1.2211 0.3046 2.2339
C 5.4120 1.1736 2.2891
C 5.1940 2.4699 1.5380
O 4.5702 3.3917 2.4535
H 5.7659 1.3592 3.2991
H 6.1455 0.5310 1.7939
H 4.4451 0.6577 2.2981
H 4.5515 2.4893 0.6595
H 6.2138 2.7495 1.2410
H 5.2792 3.8680 2.8976
```

Per-atom Löwdin charges, elementary charge units:
1 Y 2.09
2 C -0.38
3 O -0.12
4 O -0.25
5 C -0.53
6 F 0.15
7 F 0.14
8 F 0.16
9 C -0.22
10 C -0.03
11 H 0.09
12 H 0.08
13 H 0.08
14 H 0.11
15 H 0.11
16 H 0.17
17 C -0.07
18 C -0.32
19 O -0.06
20 H 0.04
21 H 0.08
22 H 0.08
23 H 0.10
24 H 0.09
25 H 0.04
26 C -0.09
27 C -0.25
28 O -0.12
29 H 0.08
30 H 0.04
31 H 0.08
32 H 0.12
33 H 0.12
34 H 0.09
35 C -0.11
36 C -0.32
37 O -0.07
38 H 0.08
39 H 0.07
40 H 0.08
41 H 0.08
42 H 0.11
43 H 0.08
44 C -0.04
45 C -0.17
46 O -0.24
47 H 0.09
48 H 0.11
49 H 0.07
50 H 0.13
51 H 0.13
52 H 0.10
53 C -0.08
54 C -0.33
55 O -0.06
56 H 0.08
57 H 0.08
58 H 0.05
59 H 0.10
60 H 0.10
61 H 0.08
62 C -0.06
63 C -0.21
64 O -0.22
65 H 0.09
66 H 0.08
67 H 0.09
68 H 0.10
69 H 0.13
70 H 0.13
71 C -0.07
72 C -0.30
73 O -0.12
74 H 0.06
75 H 0.07
76 H 0.09
77 H 0.11
78 H 0.10
79 H 0.02
80 C -0.09
81 C -0.30
82 O -0.09
83 H 0.08
84 H 0.08
85 H 0.05
86 H 0.08
87 H 0.11
88 H 0.09